[1]
The following is a quantum chemistry calculation of a structure of composition C18H33N3O6S2, from the OMol25 dataset.

Calculated values
E (Ha): -2117.63386
Strongest force on any atom (eV/Å): 0.6

Each line ends with the Löwdin charge.
Element x y z (Å)
N: -2.546 -4.820 -3.302  0.1180
C: -3.874 -4.408 -3.474  -0.2815
C: -4.937 -5.244 -3.361  -0.0277
C: -6.278 -4.813 -3.585  -0.0965
C: -6.595 -3.535 -3.929  -0.5891
S: -8.208 -2.914 -4.237  0.8134
C: -5.509 -2.627 -4.067  -0.3944
N: -5.583 -1.337 -4.403  -0.2387
S: -4.093 -0.770 -4.389  1.0110
N: -3.267 -2.089 -4.003  -0.2275
C: -4.167 -3.067 -3.841  -0.2980
H: -1.931 -4.015 -3.282  0.0555
H: -2.421 -5.311 -2.426  0.0962
H: -4.764 -6.282 -3.106  0.1147
H: -7.079 -5.536 -3.490  0.1034
H: -8.846 -3.885 -3.580  -0.1344
C: 0.687 -0.208 -3.547  -0.1074
O: 0.676 -0.746 -2.245  -0.1900
C: -0.328 -1.732 -2.094  -0.2258
C: -0.149 -2.484 -0.796  -0.1826
O: 0.830 -3.509 -0.854  -0.1289
C: 2.182 -3.092 -0.750  -0.1823
C: 2.619 -2.793 0.665  -0.2098
O: 2.191 -1.500 1.047  -0.1970
C: 2.359 -1.265 2.425  -0.1053
H: -0.279 0.248 -3.798  0.0845
H: 1.458 0.559 -3.578  0.0881
H: 0.915 -0.978 -4.293  0.0909
H: -0.287 -2.440 -2.933  0.1171
H: -1.315 -1.252 -2.098  0.1131
H: -1.088 -3.001 -0.581  0.1242
H: 0.052 -1.786 0.019  0.1233
H: 2.378 -2.231 -1.393  0.1247
H: 2.770 -3.936 -1.113  0.1278
H: 3.716 -2.850 0.723  0.1282
H: 2.196 -3.547 1.341  0.1307
H: 1.752 -1.954 3.024  0.0925
H: 2.028 -0.247 2.620  0.0641
H: 3.409 -1.363 2.725  0.0918
C: -0.201 2.135 2.932  -0.1101
O: 1.000 2.858 3.069  -0.1929
C: 1.739 2.883 1.859  -0.2045
C: 2.858 3.895 1.934  -0.1824
O: 2.438 5.230 1.704  -0.1261
C: 1.842 5.896 2.805  -0.1854
C: 2.840 6.437 3.802  -0.2128
O: 3.283 5.413 4.673  -0.1949
C: 4.386 5.821 5.447  -0.1154
H: -0.014 1.100 2.619  0.0774
H: -0.692 2.129 3.903  0.0887
H: -0.866 2.605 2.198  0.0902
H: 1.078 3.136 1.021  0.1321
H: 2.169 1.889 1.676  0.1165
H: 3.559 3.672 1.127  0.1285
H: 3.386 3.805 2.886  0.1242
H: 1.115 5.254 3.309  0.1239
H: 1.311 6.745 2.372  0.1272
H: 2.365 7.237 4.389  0.1272
H: 3.692 6.866 3.259  0.1299
H: 5.250 6.058 4.815  0.0885
H: 4.645 4.996 6.108  0.0870
H: 4.144 6.701 6.055  0.0872

Forces on atoms 1 to 6 (eV/Å):
0.001 0.440 0.399
0.266 -0.105 -0.065
-0.411 -0.236 0.072
-0.027 -0.035 0.015
0.085 0.060 -0.023
-0.159 0.148 -0.031

[2]
The following is a quantum chemistry calculation of a structure of composition C18H33NO3P2Pb at a distorted geometry, from the OMol25 dataset.

Calculated values
E (Ha): -1861.03697
Strongest force on any atom (eV/Å): 2.2
Net charge: +2
Energy relative to the best compared isomer or geometry (same formula, charge and spin) (kcal/mol): 32.1

Each line ends with the Löwdin charge.
Element x y z (Å)
C: -0.420 1.551 -6.344  0.0455
C: 0.666 1.317 -7.134  -0.3215
H: -1.184 2.239 -6.705  0.0627
H: -0.575 1.015 -5.410  0.0226
C: 1.696 0.366 -6.727  -0.3235
C: 1.863 0.030 -5.416  0.0398
H: 1.258 0.475 -4.628  0.0335
H: 2.674 -0.648 -5.154  0.0567
C: 0.812 2.036 -8.469  -0.0554
H: -0.060 2.688 -8.607  0.0766
H: 0.870 1.335 -9.315  0.0865
H: 1.721 2.661 -8.491  0.0933
C: 2.595 -0.244 -7.795  -0.0570
H: 3.150 0.522 -8.360  0.0865
H: 2.011 -0.834 -8.521  0.0928
H: 3.313 -0.911 -7.303  0.0748
Pb: -0.784 0.310 2.521  1.5100
O: -0.804 0.185 0.280  -0.1943
C: -0.996 -0.745 -0.538  -0.3335
O: -0.044 -1.938 2.063  -0.0828
C: -0.586 -2.596 1.146  -0.4353
O: -0.779 -3.892 1.215  0.1400
N: -1.043 -2.083 -0.072  0.0884
C: -1.305 -4.347 -0.066  -0.0520
C: -1.300 -3.180 -0.986  -0.0861
H: -2.311 -4.722 0.053  0.1449
H: -0.685 -5.139 -0.453  0.1464
H: -2.245 -2.980 -1.486  0.1481
H: -0.475 -3.208 -1.704  0.1549
C: -1.213 -0.370 -1.895  -0.0215
C: -1.128 0.957 -2.219  0.1922
H: -1.466 -1.140 -2.604  0.1123
H: -0.906 1.688 -1.458  0.0926
H: -1.310 1.275 -3.223  0.0742
C: -0.371 3.033 3.715  -0.3854
P: 1.285 2.055 3.752  0.8474
C: 1.810 2.941 5.300  -0.2976
C: 1.595 0.225 4.555  -0.4046
C: 0.648 -0.569 5.456  -0.4429
P: -1.041 -1.010 4.941  0.7510
C: -1.479 -2.103 6.331  -0.2379
C: -1.965 0.527 5.279  -0.3174
H: -0.060 4.027 3.310  0.0672
H: -0.881 3.233 4.666  0.0451
H: -1.161 2.713 3.000  -0.0361
H: 1.267 2.657 6.215  0.0581
H: 2.880 2.797 5.485  0.0504
H: 1.649 4.019 5.134  0.0515
H: 1.848 -0.387 3.664  0.0471
H: 2.556 0.332 5.097  0.0947
H: 1.111 -1.568 5.602  0.1044
H: 0.585 -0.153 6.473  0.0963
H: -1.096 -1.665 7.268  0.0696
H: -2.572 -2.231 6.391  0.0623
H: -1.011 -3.089 6.162  0.0636
H: -1.422 1.255 5.892  0.0610
H: -2.284 1.033 4.344  -0.0253
H: -2.903 0.250 5.770  0.0647

Forces on atoms 1 to 6 (eV/Å):
0.896 -0.092 -1.337
-1.664 0.757 0.405
0.121 -0.125 0.338
-0.050 0.099 -0.274
0.858 -0.885 1.376
0.291 0.246 -1.503

[3]
The following is a quantum chemistry calculation of a structure of composition C18H34B4Br2N4O6 at a distorted geometry, from the OMol25 dataset.

Calculated values
E (Ha): -6624.67022
Strongest force on any atom (eV/Å): 1.8

Each line ends with the Löwdin charge.
Element x y z (Å)
C: 5.703 -3.784 1.785  -0.0026
C: 6.414 -3.170 0.607  -0.3706
C: 7.914 -3.138 0.663  -0.0284
N: 5.845 -2.718 -0.428  0.2700
B: 4.408 -2.587 -0.368  -0.6290
O: 3.884 -1.426 0.171  0.3726
B: 2.524 -1.483 0.327  -0.7124
O: 1.929 -0.981 1.441  0.3468
B: 0.858 -0.109 1.174  -0.8099
O: -0.393 -0.578 1.001  0.2254
O: 1.081 1.219 1.135  0.2300
O: 1.798 -2.116 -0.660  0.3342
B: 2.260 -3.420 -0.763  -0.6622
C: 1.178 -4.571 -0.758  -0.6232
Br: 0.266 -4.638 -2.482  0.7669
C: 1.627 -5.936 -0.305  -0.7983
C: 1.965 -5.922 1.170  -0.1114
Br: 3.042 -6.708 -1.401  0.7355
O: 3.605 -3.611 -0.854  0.3025
H: 6.434 -4.198 2.462  0.0727
H: 5.127 -3.059 2.350  0.0972
H: 5.087 -4.612 1.461  0.0858
H: 8.271 -3.884 1.359  0.0673
H: 8.251 -2.165 1.001  0.0876
H: 8.303 -3.337 -0.321  0.0805
H: -0.424 -1.497 1.308  0.1324
H: 1.985 1.353 1.470  0.1357
H: 0.410 -4.263 -0.061  0.0990
H: 0.793 -6.604 -0.430  0.0727
H: 1.034 -6.072 1.703  0.0882
H: 2.621 -6.734 1.445  0.0712
H: 2.364 -4.969 1.504  0.0791
C: -5.809 0.337 1.001  -0.0991
C: -4.629 0.634 1.920  -0.2528
C: -3.400 -0.232 1.628  -0.2034
C: -3.647 -1.654 1.856  -0.2386
N: -3.837 -2.771 2.041  0.1428
H: -6.167 -0.686 1.127  0.0749
H: -6.638 1.008 1.223  0.0766
H: -5.537 0.476 -0.048  0.0544
H: -4.940 0.504 2.958  0.1116
H: -4.338 1.680 1.804  0.1064
H: -2.572 0.079 2.263  0.1091
H: -3.074 -0.087 0.597  0.1136
C: -3.303 4.257 -3.324  -0.1003
C: -3.287 3.014 -2.443  -0.2665
C: -4.510 2.115 -2.640  -0.1934
C: -5.760 2.770 -2.254  -0.2423
N: -6.741 3.277 -1.942  0.1478
H: -4.154 4.900 -3.092  0.0759
H: -2.395 4.840 -3.165  0.0522
H: -3.354 3.991 -4.381  0.0793
H: -3.214 3.311 -1.394  0.1000
H: -2.395 2.427 -2.669  0.1093
H: -4.398 1.209 -2.043  0.0995
H: -4.581 1.799 -3.682  0.1228
C: 0.323 4.440 -0.211  -0.1046
C: 0.097 5.764 0.514  -0.2578
C: -1.122 6.533 -0.006  -0.1912
C: -0.959 6.944 -1.399  -0.2421
N: -0.822 7.265 -2.493  0.1505
H: 0.522 4.596 -1.272  0.0749
H: 1.177 3.916 0.213  0.0615
H: -0.549 3.789 -0.118  0.0705
H: 0.988 6.387 0.427  0.1118
H: -0.050 5.566 1.577  0.1077
H: -1.283 7.426 0.600  0.1174
H: -2.021 5.921 0.087  0.1161

Forces on atoms 1 to 6 (eV/Å):
0.435 0.039 0.207
0.671 0.063 -0.431
-0.261 -0.428 0.218
-1.080 0.182 0.483
1.545 0.007 -0.847
-0.144 -0.602 0.424

[4]
The following is a quantum chemistry calculation of a cluster of 3 separate species, C18H34BNO13 in total at a distorted geometry, from the OMol25 dataset.

Calculated values
E (Ha): -1763.90856
Strongest force on any atom (eV/Å): 2.7
Structure (SMILES): C=CC(=O)OCCCCCCNC(=O)OOB(O)O.CCOC(=O)OC.CCOC(=O)OC

Each line ends with the Löwdin charge.
Element x y z (Å)
C: -6.911 -6.695 -2.308  0.0661
C: -5.693 -7.368 -2.506  -0.0536
C: -4.371 -6.936 -1.964  -0.5238
O: -3.397 -7.310 -2.547  0.1249
O: -4.249 -6.149 -0.846  -0.0354
C: -3.643 -4.873 -1.131  -0.1697
C: -4.101 -3.904 0.003  -0.1695
C: -3.092 -3.827 1.181  -0.1981
C: -1.734 -3.118 0.812  -0.2027
C: -1.495 -1.781 1.567  -0.1689
C: -1.908 -0.512 0.749  -0.1748
N: -3.226 0.032 1.171  0.0789
C: -3.586 1.231 0.507  -0.5103
O: -4.359 1.212 -0.396  0.1631
O: -3.130 2.476 0.909  0.0635
O: -1.753 2.465 1.113  0.1199
B: -1.081 2.938 -0.011  -0.7308
O: 0.262 3.285 0.180  0.1493
O: -1.653 3.041 -1.267  0.2015
H: -7.352 -6.041 -3.081  0.0693
H: -7.493 -6.841 -1.375  0.0766
H: -5.694 -8.313 -3.077  0.1186
H: -2.541 -4.928 -1.202  0.1239
H: -4.028 -4.481 -2.092  0.1323
H: -5.054 -4.322 0.382  0.1156
H: -4.309 -2.884 -0.374  0.1082
H: -3.566 -3.382 2.080  0.1077
H: -2.841 -4.871 1.469  0.1117
H: -1.696 -3.021 -0.290  0.1025
H: -0.922 -3.824 1.083  0.1022
H: -1.938 -1.770 2.580  0.1171
H: -0.397 -1.693 1.714  0.0934
H: -1.125 0.241 0.956  0.1115
H: -1.891 -0.697 -0.346  0.1319
H: -3.919 -0.643 0.845  0.1222
H: 0.737 3.142 -0.653  0.1056
H: -0.966 3.140 -1.943  0.1167
C: 6.433 6.739 0.264  -0.0651
C: 6.069 5.626 1.225  -0.2114
O: 4.851 5.917 1.923  0.0401
C: 3.727 5.711 1.231  -0.5942
O: 3.652 5.299 0.099  0.0955
O: 2.694 6.057 1.999  0.0168
C: 1.431 5.953 1.334  -0.0283
H: 6.462 7.699 0.784  0.0826
H: 7.407 6.552 -0.190  0.0802
H: 5.694 6.828 -0.534  0.0742
H: 6.842 5.532 1.987  0.1232
H: 5.997 4.663 0.716  0.1182
H: 1.300 4.966 0.898  0.0618
H: 1.345 6.726 0.570  0.1030
H: 0.651 6.110 2.077  0.1008
C: 3.519 2.087 -0.080  -0.0591
C: 4.377 1.170 -0.925  -0.2020
O: 4.415 -0.156 -0.377  0.0401
C: 3.335 -0.904 -0.618  -0.6003
O: 2.363 -0.569 -1.249  0.1152
O: 3.508 -2.087 -0.019  0.0088
C: 2.385 -2.963 -0.123  -0.0364
H: 3.847 2.069 0.962  0.0941
H: 3.569 3.113 -0.447  0.0624
H: 2.476 1.768 -0.092  0.0603
H: 5.406 1.529 -0.930  0.1226
H: 4.038 1.145 -1.962  0.1246
H: 2.074 -3.086 -1.160  0.0988
H: 1.559 -2.585 0.480  0.0800
H: 2.691 -3.931 0.268  0.0964

Forces on atoms 1 to 6 (eV/Å):
0.435 -0.126 0.274
-0.890 0.096 0.760
-0.364 -1.878 1.856
0.686 0.164 -0.821
-0.875 0.283 -0.842
-0.272 1.303 0.362

So what do the calculations give for LUMO level? Going down the list: -0.54; -7.81; -0.14; -1.38 eV.
So what do the calculations give for HOMO energy? Going down the list: -7.90; -11.91; -9.96; -8.46 eV.
So what do the calculations give for orbital gap? Going down the list: 7.36; 4.10; 9.82; 7.08 eV.